C31H48BN6ReS3 | ωB97M-V/def2-TZVPD

CARTESIAN COORDINATES (ANGSTROEM)
Re: 0.475 -0.422 -0.289
C: 4.640 -2.601 0.865
C: 4.175 -1.363 0.095
C: 5.287 -0.868 -0.835
C: 2.877 -1.584 -0.642
C: 2.534 -0.836 -1.797
C: 1.420 -1.161 -2.585
C: 0.575 -2.246 -2.255
C: -0.527 -2.691 -3.151
C: 0.849 -2.924 -1.046
C: 1.972 -2.607 -0.268
H: 5.621 -2.406 1.286
H: 4.728 -3.457 0.201
H: 3.979 -2.853 1.692
H: 4.003 -0.576 0.840
H: 5.425 -1.562 -1.660
H: 6.218 -0.819 -0.280
H: 5.096 0.125 -1.235
H: 3.205 -0.065 -2.156
H: 1.276 -0.641 -3.527
H: -1.493 -2.328 -2.794
H: -0.584 -3.778 -3.174
H: -0.379 -2.329 -4.166
H: 0.250 -3.784 -0.776
H: 2.199 -3.233 0.582
C: 3.070 4.231 1.230
C: 2.998 3.077 2.230
C: 3.704 3.463 3.527
C: 3.645 1.803 1.685
N: 1.568 2.799 2.499
C: 0.924 3.015 3.677
C: -0.390 2.711 3.492
N: -0.559 2.303 2.204
B: -1.984 2.061 1.639
N: -2.471 0.614 1.905
C: -3.794 0.352 2.100
C: -3.926 -0.959 2.443
N: -2.682 -1.509 2.465
C: -1.813 -0.538 2.122
S: -0.088 -0.731 1.978
C: -2.349 -2.899 2.855
C: -3.637 -3.691 3.064
C: -1.557 -2.832 4.161
C: -1.545 -3.554 1.730
N: -2.071 2.427 0.135
C: -2.341 3.702 -0.259
C: -2.508 3.708 -1.612
N: -2.346 2.434 -2.054
C: -2.065 1.672 -0.978
S: -1.750 -0.038 -1.009
C: -2.538 1.966 -3.448
C: -2.758 3.164 -4.367
C: -3.775 1.067 -3.454
C: -1.283 1.223 -3.909
C: 0.652 2.345 1.621
S: 0.972 1.877 -0.029
H: 4.108 4.443 0.994
H: 2.632 5.131 1.653
H: 2.551 3.995 0.303
H: 4.759 3.622 3.316
H: 3.633 2.671 4.270
H: 3.316 4.392 3.938
H: 4.721 1.943 1.628
H: 3.285 1.574 0.683
H: 3.437 0.968 2.354
H: 1.413 3.357 4.564
H: -1.203 2.781 4.183
H: -2.713 2.786 2.214
H: -4.547 1.106 2.006
H: -4.819 -1.506 2.663
H: -4.224 -3.291 3.887
H: -3.380 -4.715 3.321
H: -4.238 -3.718 2.158
H: -2.151 -2.365 4.942
H: -0.632 -2.272 4.046
H: -1.307 -3.837 4.487
H: -2.057 -3.436 0.777
H: -1.449 -4.616 1.940
H: -0.542 -3.139 1.658
H: -2.420 4.511 0.436
H: -2.723 4.536 -2.254
H: -3.669 3.702 -4.118
H: -2.866 2.806 -5.387
H: -1.908 3.843 -4.346
H: -4.654 1.629 -3.147
H: -3.659 0.214 -2.789
H: -3.950 0.694 -4.459
H: -0.401 1.849 -3.785
H: -1.388 0.984 -4.963
H: -1.144 0.291 -3.368

The charge is +3. The calculation puts the highest occupied orbital energy (alpha / beta) at -16.55 / -16.40 eV. As for the expectation value of S²: 0.780. As for the multiplicity: 2.

These are the Mulliken partial charges, in e, on atoms 1 to 5: 0.95 -1.67 1.44 -1.66 1.50